Entry 1:
The following is a quantum chemistry calculation of a molecular structure, C3H8N3O2 in a non-equilibrium geometry, from the Open Molecules 2025 dataset.

Its LUMO energy is 4.153 eV. The calculation puts the HOMO energy at -4.27 eV. The calculation puts the total energy at -11802.3990 eV. Its total charge is -1. The molar mass is 118.1 g mol⁻¹.

Structure (XYZ):
```
16
Properties=species:S:1:pos:R:3:forces:R:3:nbo_charge:R:1
C -0.545 0.623 1.186 0.647 3.596 2.129 -0.677
C -0.553 0.622 -1.264 0.326 -3.336 -1.870 -0.661
C -0.090 -0.181 0.006 -4.595 -0.527 -0.364 0.351
N 1.119 -0.817 0.080 0.400 -1.508 -0.185 -0.514
N -1.458 -1.494 0.085 2.533 1.917 -0.357 -0.931
N 2.205 -0.113 -0.013 -1.592 -0.005 -0.244 0.607
O 2.166 1.131 0.017 0.108 1.070 -0.090 -0.581
O 3.251 -0.721 -0.152 1.781 -0.625 0.064 -0.522
H -0.435 0.154 2.159 -0.397 -0.871 -0.056 0.207
H 0.217 1.529 1.439 -1.554 -1.746 -1.287 0.225
H -1.587 1.114 1.132 1.539 -1.062 -0.214 0.206
H -0.338 1.619 -0.997 -0.010 1.390 -0.427 0.219
H -1.643 0.371 -1.506 1.398 0.779 0.757 0.217
H 0.016 0.267 -2.236 -0.734 0.891 1.985 0.199
H -1.254 -2.029 -0.766 0.090 0.089 0.208 0.325
H -1.072 -2.074 0.831 0.061 -0.050 -0.049 0.331
```
Positions in Å, forces in eV/Å.



Entry 2:
The following is a quantum chemistry calculation of 2 unconnected molecules or ions with the total composition C3H8N3O2 in a non-equilibrium geometry, from the Open Molecules 2025 dataset.

Its LUMO energy is -3.235 eV. The calculation puts the HOMO energy at -13.07 eV. The calculation puts the total energy at -11797.2973 eV. Its total charge is +1. The molar mass is 118.1 g mol⁻¹.

Structure (XYZ):
```
16
Properties=species:S:1:pos:R:3:forces:R:3:nbo_charge:R:1
C 1.766 1.180 0.764 -0.786 -0.636 -1.078 0.347
C -1.950 -0.783 -0.621 -0.896 -0.587 -0.931 0.872
C -3.728 -2.210 -1.597 -5.368 -1.814 -2.994 -0.437
N 2.105 1.757 1.846 -0.991 1.828 3.050 -0.222
N -2.920 -1.287 -1.068 3.175 2.082 2.547 -0.475
N 2.631 0.675 -0.055 -1.095 -0.677 -1.984 -0.712
O -0.990 -0.197 -0.261 0.480 0.335 0.453 -0.635
O 3.408 1.840 2.250 0.440 -1.115 0.686 -0.527
H -4.690 -2.475 -0.970 1.975 0.783 -0.863 0.228
H -4.153 -1.662 -2.552 0.466 -1.611 1.505 0.224
H -3.330 -3.202 -1.911 0.361 0.914 0.325 0.227
H 1.365 1.874 2.604 1.700 0.245 -1.197 0.438
H 0.695 1.143 0.527 0.347 -0.176 0.076 0.279
H 2.223 0.289 -0.914 0.715 0.088 0.505 0.444
H 3.599 0.550 0.146 0.554 0.037 0.167 0.437
H 3.968 2.509 1.810 -1.078 0.303 -0.267 0.510
```
Positions in Å, forces in eV/Å.



Entry 3:
The following is a quantum chemistry calculation of 2 unconnected molecules or ions with the total composition C3H8N3O2 in a non-equilibrium geometry, from the Open Molecules 2025 dataset.

Its LUMO energy is -3.773 eV. The calculation puts the HOMO energy at -14.29 eV. The calculation puts the total energy at -11795.8347 eV. Its total charge is +1. The molar mass is 118.1 g mol⁻¹.

Structure (XYZ):
```
16
Properties=species:S:1:pos:R:3:forces:R:3:nbo_charge:R:1
C 1.631 -1.143 0.819 4.781 -0.618 0.376 0.384
C 0.380 0.914 -0.829 -1.136 -1.379 1.533 0.839
C -0.968 0.399 -2.812 -4.387 0.554 1.828 -0.402
N 1.190 -1.785 -0.228 -2.285 -1.060 -0.875 -0.270
N -0.534 0.408 -1.467 2.778 1.590 2.234 -0.495
N 1.173 -1.362 2.076 -1.159 -0.659 -2.416 -0.757
O 1.142 1.109 0.082 -1.157 0.447 -2.151 -0.550
O -0.043 -2.606 -0.078 2.098 2.852 1.172 -0.521
H -0.729 1.297 -3.253 0.610 1.829 -1.405 0.220
H -0.548 -0.419 -3.241 0.907 -2.307 -1.894 0.200
H -2.132 0.334 -2.775 2.101 -0.137 -0.384 0.230
H 1.484 -1.478 -1.179 -0.734 -0.558 0.961 0.436
H 2.775 -0.681 0.457 -3.663 -0.953 1.936 0.294
H 1.766 -1.614 2.875 -0.179 0.713 -0.632 0.458
H 0.273 -1.891 1.962 1.104 0.504 0.959 0.431
H -0.098 -3.175 -0.828 0.320 -0.816 -1.242 0.504
```
Positions in Å, forces in eV/Å.



Entry 4:
The following is a quantum chemistry calculation of C3H8N4 in the gas phase in a non-equilibrium geometry, from the Open Molecules 2025 dataset.

Its LUMO energy (spin up / spin down) is 0.810 / 0.806 eV. The calculation puts the HOMO energy (spin up / spin down) at -6.97 / -6.97 eV. The calculation puts the total energy at -9195.9157 eV. The molar mass is 100.1 g mol⁻¹.

Structure (XYZ):
```
15
Properties=species:S:1:pos:R:3:forces:R:3:nbo_charge:R:1
C -0.950 1.509 0.205 -1.079 -1.066 -0.635 -0.233
C 0.395 1.124 0.308 -2.041 -1.338 -0.959 -0.034
C 1.947 -0.572 -0.212 0.701 -0.693 1.281 -0.422
N -1.836 0.542 -0.371 -0.020 0.094 -2.581 -0.312
N 0.576 -0.151 -0.089 2.890 3.199 1.028 -0.574
N -1.563 -0.745 -0.537 -1.559 0.516 0.252 0.011
N -1.193 -1.469 0.506 -1.139 -1.120 -0.682 -0.535
H -1.329 2.507 0.101 -0.045 0.253 0.439 0.205
H 1.064 1.948 0.622 0.348 -0.921 -0.134 0.187
H 2.259 -0.541 -1.227 0.152 -0.293 -1.245 0.189
H 2.743 0.085 0.282 -1.055 -0.975 0.041 0.168
H 1.951 -1.662 0.132 0.744 1.391 -0.315 0.178
H -2.467 0.830 -1.250 1.972 -0.410 2.717 0.394
H -0.763 -2.352 0.195 -0.478 0.918 0.452 0.394
H -0.834 -1.052 1.335 0.609 0.445 0.340 0.385
```
Positions in Å, forces in eV/Å.